# 1
Entry from the OMol25 dataset: 2 unconnected molecules or ions with the total composition C4H8NO3 in a non-equilibrium geometry (ωB97M-V with the def2-TZVPD basis set).

Atoms and positions in Å:
C -0.722 2.616 0.390
C -1.189 1.921 1.679
O -1.870 2.516 2.528
O -0.877 0.693 1.702
H 0.367 2.730 0.356
H -1.137 3.530 -0.037
H -0.841 1.826 -0.361
C 0.308 -2.767 -0.955
C 1.115 -1.500 -0.988
O 2.057 -1.513 -1.792
N 0.915 -0.468 -0.167
H 1.574 0.205 0.179
H 0.047 -0.447 0.373
H -0.485 -2.789 -0.198
H 0.932 -3.642 -0.795
H -0.194 -2.912 -1.913

Computed properties:
Total charge ... -1
Gap between HOMO and LUMO ... 8.0346 eV
E_LUMO ... 3.64 eV

These are the Mulliken partial charges, in e, on atoms 1 to 8: -0.81 0.54 -0.73 -0.76 0.19 0.31 0.22 -0.85



# 2
Entry from the OMol25 dataset: C4H8NOP in the gas phase in a non-equilibrium geometry (ωB97M-V with the def2-TZVPD basis set).

Atoms and positions in Å:
C -1.218 -1.081 -0.148
C -0.180 -0.106 0.225
P -0.586 0.617 1.847
C 1.308 -0.342 0.015
C 1.668 0.754 -1.037
N 0.739 1.494 -1.435
O -0.389 1.154 -0.900
H -0.815 -1.774 -0.927
H -2.131 -0.495 -0.577
H -1.581 -1.605 0.756
H -1.949 0.191 1.732
H -0.973 1.813 1.283
H 1.619 -1.376 -0.431
H 1.820 -0.132 1.070
H 2.669 0.889 -1.474

Computed properties:
Structure (SMILES) ... C[C@@]1(P)CC=NO1
Gap between HOMO and LUMO ... 9.9214 eV
E_LUMO ... 0.85 eV

These are the Mulliken partial charges, in e, on atoms 1 to 8: -1.53 0.84 -0.14 -0.62 -0.16 -0.29 -0.28 0.38



# 3
Entry from the OMol25 dataset: C4H8NOP in the gas phase in a non-equilibrium geometry (ωB97M-V with the def2-TZVPD basis set).

Atoms and positions in Å:
C 1.551 0.614 -0.452
C 0.425 -0.153 -0.144
C -1.826 1.442 0.027
C -0.989 0.268 -0.577
N 1.994 -2.590 1.192
O 2.600 0.406 0.087
P 0.870 -1.549 0.819
H 1.337 1.450 -1.115
H -2.017 2.138 -0.842
H -2.842 1.095 0.286
H -1.359 1.874 0.907
H -1.178 0.547 -1.736
H -1.573 -0.674 -0.648
H -0.163 -2.368 1.141
H 3.170 -2.499 1.055

Computed properties:
Gap between HOMO and LUMO (alpha / beta) ... 8.1797 / 8.1790 eV
E_LUMO (alpha / beta) ... -0.48 / -0.48 eV

These are the Mulliken partial charges, in e, on atoms 1 to 8: -0.06 0.02 -0.93 -0.77 -0.64 -0.57 0.57 0.38